[1]
{"formula": "C26H70Br8O24P6", "method": "the ωB97M-V functional and the def2-TZVPD basis", "species": ["C", "O", "P", "O", "O", "C", "O", "C", "H", "H", "H", "H", "H", "H", "H", "H", "H", "C", "O", "P", "O", "O", "C", "O", "C", "H", "H", "H", "H", "H", "H", "H", "H", "H", "C", "O", "P", "O", "O", "C", "O", "C", "H", "H", "H", "H", "H", "H", "H", "H", "H", "C", "O", "P", "O", "O", "C", "O", "C", "H", "H", "H", "H", "H", "H", "H", "H", "H", "C", "O", "P", "O", "O", "C", "O", "C", "H", "H", "H", "H", "H", "H", "H", "H", "H", "C", "O", "P", "O", "O", "C", "O", "C", "H", "H", "H", "H", "H", "H", "H", "H", "H", "Br", "C", "C", "Br", "H", "H", "H", "H", "Br", "C", "C", "Br", "H", "H", "H", "H", "Br", "C", "C", "Br", "H", "H", "H", "H", "Br", "C", "C", "Br", "H", "H", "H", "H"], "coordinates": [[2.90853, 3.86106, -4.43473], [2.12162, 2.59855, -4.59463], [0.56137, 2.95027, -4.74200], [0.17929, 3.91216, -5.74090], [-0.04310, 1.46793, -4.88013], [-0.69625, 0.97923, -6.08298], [-0.01491, 3.38252, -3.28627], [0.48433, 2.92506, -2.04244], [3.91987, 3.60936, -4.80879], [2.96105, 3.93050, -3.34846], [2.60982, 4.68461, -5.03920], [-0.77712, -0.07896, -5.94707], [-0.12687, 1.02925, -7.06405], [-1.67306, 1.42266, -6.20337], [-0.36335, 2.71400, -1.35885], [1.02090, 3.75164, -1.58568], [1.11752, 2.04282, -2.17976], [-3.96574, 2.47555, 1.04149], [-2.64148, 3.04207, 1.07762], [-2.42599, 4.51853, 0.55033], [-3.19251, 5.63143, 1.15342], [-2.67872, 4.33771, -1.02504], [-3.60238, 5.12372, -1.87910], [-0.87074, 4.69435, 0.65886], [-0.47273, 6.01498, 1.12917], [-4.76253, 3.19226, 1.21976], [-3.88291, 1.78189, 1.89074], [-4.07733, 1.95185, 0.12647], [-3.00445, 5.89071, -2.36740], [-4.47732, 5.58044, -1.29169], [-3.91069, 4.47060, -2.66715], [0.57962, 5.98324, 1.37737], [-1.01948, 6.37375, 2.05597], [-0.57786, 6.71455, 0.26771], [5.21372, -2.18792, -1.81543], [4.53194, -0.98407, -1.20885], [3.61527, -0.14967, -2.20033], [3.39375, 1.17392, -1.64832], [4.19464, -0.25772, -3.71881], [5.04491, 0.73933, -4.23924], [2.39467, -1.14649, -2.35319], [1.08682, -0.82826, -2.34156], [5.78921, -1.87865, -2.67440], [4.47443, -2.85798, -2.19444], [5.84863, -2.68362, -1.04588], [6.01344, 0.31529, -4.43953], [5.15890, 1.60001, -3.55427], [4.50710, 1.13532, -5.10747], [0.54525, -1.63894, -1.88563], [0.72190, -0.56724, -3.29386], [0.93637, -0.02505, -1.60494], [-1.15441, 0.20878, 1.61626], [0.06608, 0.16860, 2.41858], [1.36331, -0.48038, 1.87014], [2.37191, -0.78111, 2.89488], [0.89725, -1.59360, 0.94164], [1.73701, -2.69298, 0.52398], [1.82505, 0.50663, 0.71410], [2.27438, 1.85833, 1.07365], [-0.91888, 0.72594, 0.66407], [-1.92060, 0.83969, 2.11656], [-1.52566, -0.83288, 1.47497], [2.23977, -3.03062, 1.38131], [2.48155, -2.33636, -0.16955], [1.08091, -3.47127, 0.08362], [3.23025, 1.74463, 1.53176], [1.63459, 2.41230, 1.69628], [2.36971, 2.48640, 0.16870], [-4.71764, -2.22098, -3.66659], [-3.68969, -2.01768, -2.75161], [-4.00698, -1.33174, -1.32484], [-5.33543, -0.66725, -1.33750], [-3.75589, -2.50312, -0.21019], [-2.51428, -3.21811, -0.28633], [-2.62778, -0.48294, -1.19842], [-2.56981, 0.57689, -2.18919], [-5.05295, -1.28723, -4.17741], [-5.54600, -2.78961, -3.19706], [-4.33768, -2.86076, -4.46500], [-2.45239, -3.90447, -1.06741], [-2.50741, -3.63787, 0.71802], [-1.68218, -2.53535, -0.30339], [-1.68285, 1.23947, -1.98774], [-3.47866, 1.17873, -2.16230], [-2.50116, -0.01832, -3.18188], [-3.49256, -7.27614, 0.66015], [-3.88655, -5.93786, 0.99936], [-4.83313, -5.58977, 2.22676], [-4.68135, -6.56454, 3.33916], [-4.27948, -4.12647, 2.42056], [-5.18460, -3.16038, 3.07093], [-6.33065, -5.41072, 1.80781], [-6.88371, -5.62567, 0.50544], [-2.67343, -7.07668, -0.05862], [-4.36773, -7.68797, 0.10938], [-3.10839, -7.87794, 1.48319], [-5.35702, -3.48204, 4.08205], [-6.09308, -3.02799, 2.53516], [-4.64266, -2.23836, 3.09905], [-6.71110, -4.84142, -0.22955], [-7.92544, -5.73324, 0.60961], [-6.53438, -6.55052, -0.04241], [1.93693, -2.66849, 6.27207], [0.59988, -2.36929, 4.97428], [0.25821, -3.65912, 4.20623], [-1.32020, -3.36596, 3.16334], [0.98742, -1.60322, 4.30928], [-0.23748, -1.86270, 5.52345], [-0.05358, -4.40553, 4.89020], [1.06538, -3.86233, 3.58910], [1.63543, 2.46697, 5.96152], [0.02400, 1.38977, 5.56068], [-1.25290, 2.23299, 5.62097], [-2.80119, 1.01593, 5.24576], [0.03276, 0.60791, 6.33103], [0.22296, 1.07001, 4.58385], [-1.23260, 2.86552, 4.73528], [-1.61817, 2.72922, 6.52074], [6.03929, 3.33411, 2.59770], [6.98409, 3.41766, 0.85725], [5.98940, 3.21221, -0.24086], [4.60090, 4.51612, -0.41781], [7.61577, 2.46429, 0.88874], [7.50036, 4.35465, 0.87036], [5.43191, 2.26425, -0.08905], [6.48488, 3.13579, -1.21424], [7.12043, -0.40461, 0.33613], [5.56417, -0.29318, 1.48519], [5.72695, -1.18559, 2.62446], [5.78796, -3.06207, 2.10002], [4.70859, -0.61711, 0.86657], [5.49175, 0.70346, 1.81941], [4.79852, -1.07897, 3.28510], [6.62261, -1.10528, 3.26001]], "lowdin_charge": [-0.0408, -0.2343, 0.3703, -0.2077, -0.2421, -0.0817, -0.2133, -0.1102, 0.0858, 0.0686, 0.0757, 0.0660, 0.1110, 0.0823, 0.0721, 0.0860, 0.0586, -0.0528, -0.2398, 0.3450, -0.2447, -0.2489, -0.0417, -0.2227, -0.0830, 0.0976, 0.0808, 0.0630, 0.0812, 0.1143, 0.0661, 0.0749, 0.1066, 0.1017, -0.0613, -0.3103, 0.4128, -0.2065, -0.2149, -0.1034, -0.1911, -0.1257, 0.0729, 0.0742, 0.0556, 0.0849, 0.0846, 0.0889, 0.0865, 0.0777, 0.0791, -0.0468, -0.2254, 0.2798, -0.2156, -0.2242, -0.0292, -0.2224, -0.0548, 0.0894, 0.0588, 0.0627, 0.0573, 0.0699, 0.1113, 0.0555, 0.0720, 0.0463, -0.1360, -0.2490, 0.4679, -0.2357, -0.2148, -0.1041, -0.2617, -0.0680, 0.1038, 0.0969, 0.0845, 0.0751, 0.0155, 0.0625, 0.0824, 0.0770, 0.1151, -0.0742, -0.2512, 0.3383, -0.2426, -0.2911, -0.0413, -0.1966, -0.0744, 0.0929, 0.0899, 0.0896, 0.0906, 0.0765, 0.0751, 0.0875, 0.0699, 0.0998, 0.6799, -0.7702, -0.6449, 0.8173, -0.0072, 0.0583, 0.0361, 0.0284, 0.5914, -0.6710, -0.5943, 0.5705, 0.0521, -0.0094, 0.0472, 0.0520, 0.6053, -0.6207, -0.7606, 0.6527, 0.0467, 0.0447, 0.0201, 0.0655, 0.7183, -0.6866, -0.6893, 0.6141, 0.0476, -0.0173, 0.0798, 0.0611], "smiles": "COP(=O)(OC)OC.COP(=O)(OC)OC.COP(=O)(OC)OC.COP(=O)(OC)OC.COP(=O)(OC)OC.COP(=O)(OC)OC.BrCCBr.BrCCBr.BrCCBr.BrCCBr", "homo_lumo_gap_ev": 10.0490, "relative_energy_ev": 1.560, "e_tot_ha": -25479.1562, "homo_energy_ev": -9.81}

***

[2]
{"formula": "CH19LiO9", "method": "the ωB97M-V functional and the def2-TZVPD basis", "species": ["Li", "C", "O", "H", "H", "H", "O", "H", "H", "O", "H", "H", "O", "H", "H", "O", "H", "H", "O", "H", "H", "O", "H", "H", "O", "H", "H", "O", "H", "H"], "coordinates": [[-45.22680, -28.83204, 25.93493], [-44.69425, -30.74045, 27.45228], [-45.30026, -29.54331, 27.72688], [-44.00273, -31.03287, 28.29338], [-44.21872, -30.72129, 26.48758], [-45.29992, -31.51983, 27.63700], [-46.20891, -34.53270, 28.45575], [-46.12623, -34.21501, 29.51976], [-46.02442, -33.94889, 27.83048], [-44.32298, -33.27141, 30.46977], [-44.45667, -33.29009, 31.58395], [-44.41793, -32.41240, 30.19313], [-43.66632, -33.97895, 27.01510], [-43.67959, -32.95599, 27.23547], [-42.69160, -34.07256, 27.10771], [-47.11807, -32.81658, 26.01718], [-46.25189, -32.56451, 25.84647], [-46.96070, -33.72167, 25.96332], [-47.89543, -30.38464, 26.97018], [-47.15017, -29.96155, 27.38560], [-47.51162, -31.19157, 26.61256], [-42.16335, -28.50952, 28.61006], [-41.69483, -28.42021, 27.72578], [-43.10729, -28.86137, 28.34443], [-46.51691, -27.32337, 28.90025], [-46.90299, -27.12680, 28.03052], [-45.98505, -28.17068, 28.69734], [-45.47698, -30.91746, 30.25495], [-45.41941, -30.66932, 29.35491], [-46.34492, -31.07919, 30.39404]], "lowdin_charge": [0.8370, -0.3497, -0.4690, 0.0984, 0.0779, 0.0143, -0.0887, 0.1505, -0.1303, -0.1186, 0.1743, -0.0943, -0.0940, 0.0602, 0.0552, 0.0214, 0.0055, 0.0367, -0.0509, -0.0384, -0.0291, -0.1201, 0.0512, 0.0497, -0.1029, 0.0164, 0.0183, 0.0262, -0.0239, 0.0165], "homo_lumo_gap_ev": 8.2805, "relative_energy_ev": 2.973, "e_tot_ha": -734.0573, "homo_energy_ev": -10.08}

***

[3]
{"formula": "C28H38BN5P2Sn", "method": "the ωB97M-V functional and the def2-TZVPD basis", "species": ["Sn", "C", "C", "C", "C", "C", "C", "C", "C", "C", "H", "H", "H", "H", "H", "H", "H", "H", "H", "H", "H", "H", "H", "H", "H", "P", "P", "N", "N", "N", "N", "C", "C", "C", "C", "C", "C", "C", "C", "C", "C", "C", "C", "C", "C", "C", "C", "C", "C", "H", "H", "H", "H", "H", "H", "H", "H", "H", "H", "H", "H", "H", "H", "H", "H", "H", "H", "H", "H", "B", "C", "N", "H", "H", "H"], "coordinates": [[-2.95370, 1.91648, -2.79966], [-4.51183, 1.02538, 3.20876], [-3.48869, 1.56545, 2.53472], [-2.26094, 0.89304, 2.00093], [-2.32227, -0.06712, 0.74678], [-2.84552, -1.43822, 0.91592], [-3.57942, -1.92188, 1.93764], [-3.57182, -1.41901, 3.36056], [-4.64128, -0.37150, 3.72157], [-4.46598, 0.32450, -2.78030], [-5.36615, 1.66071, 3.45274], [-3.69787, 2.56050, 2.05311], [-1.77195, 0.37002, 2.82597], [-1.58979, 1.71143, 1.67826], [-2.87237, 0.40138, -0.08690], [-1.28339, -0.12640, 0.35675], [-2.64422, -2.14883, 0.09674], [-4.24932, -2.80358, 1.79744], [-2.57582, -1.10270, 3.68882], [-3.80171, -2.29854, 3.98364], [-5.61505, -0.81054, 3.45552], [-4.66455, -0.23896, 4.80814], [-5.43236, 0.73026, -2.45823], [-4.06533, -0.42505, -2.09636], [-4.52875, -0.06112, -3.78150], [1.64865, -1.19435, -1.85530], [2.26783, 1.69859, -0.25355], [1.49442, -2.84422, -1.22753], [2.57293, -1.69358, -3.31819], [2.35706, 1.10158, 1.43175], [3.37765, 3.08781, -0.07130], [3.18390, -0.89868, -0.83231], [3.61976, 0.56449, -0.86463], [0.28688, -3.53299, -1.07316], [0.57347, -4.83862, -0.70351], [1.99414, -4.96193, -0.61548], [2.53156, -3.72710, -0.92459], [2.14089, -1.39718, -4.61452], [3.13091, -1.77888, -5.51437], [4.22286, -2.30882, -4.75092], [3.84423, -2.27755, -3.41379], [1.23168, 0.73920, 2.18558], [1.65209, 0.19596, 3.39427], [3.08351, 0.19237, 3.38099], [3.48218, 0.70218, 2.15787], [4.43686, 3.37669, 0.79655], [4.95314, 4.62523, 0.47579], [4.25606, 5.08348, -0.69199], [3.33660, 4.10869, -1.04449], [4.05596, -1.46940, -1.17672], [2.96084, -1.24050, 0.19029], [4.54563, 0.68216, -0.27750], [3.83712, 0.89214, -1.89580], [-0.64556, -3.00358, -1.21056], [-0.15106, -5.61252, -0.49619], [2.57335, -5.83290, -0.34658], [3.56547, -3.39949, -0.88380], [1.16815, -0.93478, -4.75892], [3.08102, -1.69066, -6.58468], [5.17820, -2.66126, -5.11814], [4.40149, -2.61951, -2.55779], [0.24522, 0.90497, 1.78299], [1.00620, -0.17589, 4.17720], [3.73812, -0.14701, 4.17196], [4.48657, 0.79211, 1.75825], [4.75535, 2.68722, 1.56324], [5.72881, 5.14215, 1.01234], [4.41724, 6.01665, -1.20981], [2.66195, 4.02222, -1.88172], [-6.85647, 2.64383, 0.01908], [-5.35214, 2.56023, -0.40708], [-4.26938, 2.50881, -0.86335], [-7.55981, 1.92505, -0.66559], [-7.25694, 3.77425, -0.18061], [-7.19455, 2.28762, 1.16531]], "lowdin_charge": [1.1170, -0.1071, -0.1102, -0.1986, -0.1875, -0.1252, -0.0896, -0.2049, -0.1938, -0.3615, 0.1039, 0.1052, 0.0900, 0.0945, 0.0569, 0.0872, 0.0901, 0.1134, 0.0996, 0.1094, 0.1188, 0.1103, -0.0038, -0.0184, -0.0343, 1.0930, 1.0761, -0.2799, -0.2582, -0.2563, -0.2761, -0.4184, -0.4077, -0.1452, -0.0949, -0.0826, -0.1558, -0.1598, -0.1001, -0.0834, -0.1478, -0.1364, -0.0810, -0.0795, -0.1782, -0.1344, -0.0883, -0.1034, -0.1633, 0.0524, 0.0842, 0.0759, 0.0849, 0.0815, 0.0908, 0.0944, 0.0887, 0.0897, 0.0853, 0.0937, 0.0801, 0.0525, 0.0924, 0.0962, 0.0913, 0.0785, 0.0891, 0.0885, 0.0882, -0.4270, -0.2134, -0.0511, -0.0002, 0.0033, 0.0102], "homo_lumo_gap_ev": 6.3065, "e_tot_ha": -2285.1915, "homo_energy_ev": -8.55}